Record 1
This record from the Open Molecules 2025 dataset describes one molecule with the formula C18H18N4OS2. The level of theory is the ωB97M-V functional and the def2-TZVPD basis.

Last column: Löwdin charge in e.
Geometry (Å):
O (-3.251, 1.100, -0.636)  0.070
C (-2.863, -0.047, -0.646)  -0.487
N (-2.895, -0.840, -1.735)  0.079
H (-3.224, -0.444, -2.601)  0.151
C (-2.509, -2.226, -1.672)  -0.151
C (-1.183, -2.395, -0.895)  -0.142
N (-0.943, -1.326, 0.059)  -0.065
C (-0.009, -0.363, -0.329)  -0.220
N (0.307, -0.277, -1.608)  0.205
C (1.090, 0.723, -2.018)  -0.359
N (1.556, 1.695, -1.243)  0.105
C (1.316, 1.556, 0.044)  -0.513
C (0.586, 0.493, 0.621)  -0.099
C (0.628, 0.531, 2.049)  -0.204
C (1.292, 1.622, 2.509)  -0.467
S (1.912, 2.657, 1.242)  1.112
C (1.507, 1.968, 3.942)  -0.201
C (1.329, 0.725, 4.814)  -0.194
C (0.060, -0.021, 4.411)  -0.190
C (0.189, -0.556, 2.986)  -0.138
H (-0.746, -1.009, 2.664)  0.092
H (0.949, -1.345, 2.961)  0.131
H (-0.123, -0.849, 5.097)  0.111
H (-0.792, 0.660, 4.469)  0.121
H (1.281, 1.017, 5.864)  0.110
H (2.189, 0.064, 4.686)  0.119
H (2.502, 2.396, 4.078)  0.110
H (0.782, 2.734, 4.237)  0.122
C (1.418, 0.778, -3.418)  -0.469
C (1.040, -0.083, -4.416)  -0.118
C (1.551, 0.286, -5.671)  -0.190
C (2.307, 1.417, -5.612)  -0.413
S (2.411, 2.057, -4.023)  1.060
H (2.811, 1.915, -6.416)  0.059
H (1.367, -0.262, -6.578)  0.098
H (0.419, -0.941, -4.233)  0.103
C (-2.190, -0.735, 0.540)  -0.061
H (-1.995, 0.020, 1.300)  0.124
H (-2.820, -1.525, 0.956)  0.138
H (-0.340, -2.413, -1.585)  0.107
H (-1.212, -3.338, -0.339)  0.119
H (-3.299, -2.802, -1.170)  0.114
H (-2.403, -2.612, -2.685)  0.121

Atoms 1-6, force components in eV/Å:
O -0.09 0.31 0.13
C -0.06 -0.05 0.22
N -0.10 -0.03 -0.54
H 0.01 0.08 0.12
C 0.04 -0.22 0.28
C 0.08 -0.41 -0.12

The LUMO energy comes out at 0.22 eV. As for the spin multiplicity: 1. The calculation puts the HOMO energy at -0.286 Ha. Its structure (SMILES) is O=C1CN(c2nc(-c3cccs3)nc3sc4c(c23)CCCC4)CCN1. The energy above the lowest of the compared OMol25 structures with the same formula, charge and spin comes out at 0.0 kJ/mol.



Record 2
This record from the Open Molecules 2025 dataset describes a 6-piece molecular cluster, C18H18O15 overall at a distorted geometry. The level of theory is the ωB97M-V functional and the def2-TZVPD basis.

Last column: Löwdin charge in e.
Geometry (Å):
C (0.978, 4.903, -3.028)  0.077
C (0.633, 3.702, -2.550)  -0.217
C (1.119, 2.409, -3.115)  -0.293
O (0.732, 1.332, -2.694)  0.096
C (1.935, 2.577, -4.287)  0.080
C (2.385, 3.767, -4.718)  -0.215
C (1.923, 5.069, -4.147)  -0.310
O (2.399, 6.164, -4.344)  0.133
O (3.190, 3.835, -5.785)  0.116
O (-0.253, 3.562, -1.532)  0.066
H (0.458, 5.720, -2.544)  0.137
H (2.212, 1.647, -4.768)  0.144
H (3.280, 4.763, -6.055)  0.125
H (-0.022, 2.677, -1.167)  0.070
C (-1.350, -1.489, 2.337)  0.067
C (-0.227, -1.151, 2.989)  -0.207
C (0.229, -1.819, 4.253)  -0.317
O (1.243, -1.522, 4.832)  0.135
C (-0.642, -2.912, 4.709)  0.080
C (-1.770, -3.282, 4.101)  -0.250
C (-2.234, -2.483, 2.924)  -0.306
O (-3.279, -2.819, 2.395)  0.111
O (-2.534, -4.296, 4.499)  0.116
O (0.468, -0.037, 2.701)  0.070
H (-1.585, -1.017, 1.393)  0.123
H (-0.281, -3.560, 5.500)  0.138
H (-3.439, -4.206, 4.169)  0.126
H (0.931, 0.308, 3.478)  0.134
C (2.056, -3.119, -1.058)  0.070
C (1.351, -2.056, -1.432)  -0.235
C (-0.131, -2.010, -1.168)  -0.312
O (-0.783, -0.994, -1.317)  0.101
C (-0.723, -3.189, -0.538)  0.056
C (0.080, -4.149, -0.021)  -0.212
C (1.518, -4.332, -0.431)  -0.328
O (2.162, -5.327, -0.234)  0.150
O (-0.400, -5.095, 0.814)  0.098
O (1.934, -0.999, -2.012)  0.088
H (3.124, -3.145, -1.238)  0.138
H (-1.780, -3.227, -0.312)  0.130
H (-1.356, -5.180, 0.698)  0.125
H (1.448, -0.158, -1.872)  0.079
O (-2.370, 3.880, 0.901)  -0.049
H (-2.348, 4.827, 0.733)  0.045
H (-1.913, 3.488, 0.148)  0.005
O (-2.713, 1.336, 2.600)  -0.053
H (-3.089, 1.937, 1.944)  0.019
H (-1.784, 1.580, 2.632)  0.012
O (-0.201, 1.751, 0.476)  -0.038
H (0.224, 1.190, 1.135)  0.027
H (-0.803, 1.152, 0.006)  0.052

Atoms 1-6, force components in eV/Å:
C -0.90 -0.51 -0.04
C -0.89 0.07 0.92
C -0.28 0.62 -0.76
O 0.19 0.59 0.35
C 0.75 -0.74 -0.20
C 0.00 -0.17 -1.42

The LUMO energy comes out at -1.97 eV. As for the spin multiplicity: 1. The calculation puts the HOMO energy at -0.354 Ha. Its structure (SMILES) is O=C1C=C(O)C(=O)C=C1O.O=C1C=C(O)C(=O)C=C1O.O=C1C=C(O)C(=O)C=C1O.O.O.O. The energy above the lowest of the compared OMol25 structures with the same formula, charge and spin comes out at 0.0 kJ/mol.



Record 3
This record from the Open Molecules 2025 dataset describes one molecule with the formula C18H18O3. The level of theory is the ωB97M-V functional and the def2-TZVPD basis.

Last column: Löwdin charge in e.
Geometry (Å):
O (1.216, 0.038, 2.096)  0.092
C (0.935, -0.748, 1.219)  -0.341
C (-0.429, -0.797, 0.636)  -0.147
C (-1.326, 0.196, 1.008)  0.075
C (-2.637, 0.253, 0.544)  -0.170
C (-3.070, -0.741, -0.348)  -0.178
C (-2.161, -1.739, -0.718)  0.008
C (-0.871, -1.784, -0.246)  -0.028
H (-0.226, -2.587, -0.561)  0.108
H (-2.529, -2.499, -1.390)  0.122
O (-4.322, -0.934, -0.864)  -0.035
C (-5.151, 0.151, -1.208)  -0.189
C (-5.543, 1.043, -0.036)  -0.134
H (-6.378, 1.675, -0.337)  0.120
H (-5.856, 0.424, 0.808)  0.129
C (-4.375, 1.928, 0.389)  -0.191
H (-4.719, 2.708, 1.073)  0.128
O (-3.379, 1.253, 1.118)  -0.035
H (-3.935, 2.408, -0.499)  0.133
H (-4.666, 0.761, -1.986)  0.133
H (-6.037, -0.324, -1.638)  0.127
H (-1.007, 0.955, 1.706)  0.134
C (1.939, -1.750, 0.679)  -0.113
H (1.891, -1.760, -0.411)  0.121
H (1.634, -2.735, 1.044)  0.130
C (3.371, -1.444, 1.137)  -0.145
C (3.964, -0.329, 0.322)  -0.237
C (4.562, -0.601, -0.902)  -0.052
C (5.085, 0.420, -1.676)  -0.092
C (5.012, 1.730, -1.235)  -0.100
C (4.414, 2.011, -0.018)  -0.082
C (3.894, 0.989, 0.756)  -0.038
H (3.421, 1.210, 1.700)  0.107
H (4.355, 3.032, 0.331)  0.101
H (5.421, 2.528, -1.837)  0.098
H (5.552, 0.192, -2.624)  0.099
H (4.625, -1.623, -1.250)  0.111
H (3.980, -2.343, 1.026)  0.115
H (3.347, -1.164, 2.191)  0.116

Atoms 1-6, force components in eV/Å:
O 0.04 0.01 0.02
C 0.08 -0.25 -0.16
C -0.60 0.32 0.02
C 0.06 -0.13 -0.10
C 0.09 0.08 0.02
C 0.07 -0.13 -0.12

The LUMO energy comes out at 0.51 eV. As for the spin multiplicity: 1. The calculation puts the HOMO energy at -0.319 Ha. Its structure (SMILES) is O=C(CCc1ccccc1)c1ccc2c(c1)OCCCO2. The energy above the lowest of the compared OMol25 structures with the same formula, charge and spin comes out at 105.6 kJ/mol.



Record 4
This record from the Open Molecules 2025 dataset describes C18H19BCoN6 as an isolated structure at a distorted geometry. The level of theory is the ωB97M-V functional and the def2-TZVPD basis.

Last column: Löwdin charge in e.
Geometry (Å):
C (2.964, 0.166, -0.156)  -0.050
N (1.727, 0.131, -0.703)  -0.035
N (1.905, 0.015, -2.086)  0.025
C (3.208, -0.089, -2.374)  0.005
C (3.920, 0.024, -1.181)  0.001
B (0.664, 0.191, -2.971)  -0.493
N (-0.276, -0.978, -2.592)  -0.016
N (-0.734, -1.033, -1.284)  -0.006
C (-1.709, -1.968, -1.249)  -0.070
C (-1.819, -2.547, -2.532)  -0.024
C (-0.892, -1.913, -3.331)  -0.032
Co (0.101, 0.343, 0.128)  0.792
N (-0.018, 1.472, -2.478)  0.017
N (-0.352, 1.623, -1.135)  -0.054
C (-0.980, 2.816, -1.007)  -0.052
C (-1.030, 3.430, -2.262)  -0.003
C (-0.421, 2.552, -3.159)  0.009
H (-1.371, 3.135, -0.038)  0.132
H (-0.232, 2.561, -4.203)  0.137
H (-1.447, 4.380, -2.511)  0.112
H (0.906, 0.210, -4.156)  0.139
H (-0.619, -2.027, -4.379)  0.146
H (3.510, -0.186, -3.412)  0.153
H (-2.504, -3.315, -2.828)  0.107
H (4.985, 0.046, -1.074)  0.112
H (-2.263, -2.135, -0.343)  0.094
H (3.055, 0.267, 0.905)  0.113
H (-2.104, -0.762, 1.734)  -0.013
C (-2.217, -1.609, 2.419)  -0.051
H (-3.007, -2.288, 2.074)  0.039
H (-1.253, -2.123, 2.470)  0.032
H (-2.460, -1.212, 3.412)  0.018
C (0.270, 0.439, 1.943)  -0.057
C (0.340, 0.352, 3.192)  -0.074
C (0.213, 0.164, 4.599)  -0.193
C (-0.935, 0.656, 5.284)  0.087
C (-0.990, 0.620, 6.682)  0.058
C (0.061, 0.072, 7.426)  0.007
C (1.144, -0.505, 6.752)  0.054
C (1.222, -0.483, 5.356)  0.098
H (-1.752, 1.124, 4.731)  0.152
H (-1.855, 1.033, 7.202)  0.149
H (0.020, 0.071, 8.519)  0.140
H (1.949, -0.947, 7.338)  0.147
H (2.090, -0.911, 4.859)  0.152

Atoms 1-6, force components in eV/Å:
C 0.01 -0.19 -1.27
N 2.12 -0.16 -1.19
N -0.39 0.23 1.26
C -0.68 0.49 0.90
C -0.57 0.07 0.60
B -0.26 -0.93 -0.26

Its expectation value of S² is 3.848. As for the net charge: +2. The LUMO energy (spin up / spin down) comes out at -9.18 / -10.94 eV. As for the spin multiplicity: 4. The calculation puts the HOMO energy (spin up / spin down) at -0.534 / -0.534 Ha.



Record 5
This record from the Open Molecules 2025 dataset describes C18H19BeN4S3Te as an isolated structure. The level of theory is the ωB97M-V functional and the def2-TZVPD basis.

Last column: Löwdin charge in e.
Geometry (Å):
Be (1.287, -0.829, -0.621)  -0.251
C (3.064, -4.681, 0.259)  -0.158
C (2.496, -3.438, -0.391)  -0.770
S (2.629, -1.951, 0.557)  0.627
C (1.960, -3.446, -1.618)  -0.764
C (1.848, -4.683, -2.465)  -0.152
S (1.323, -1.977, -2.378)  0.662
H (3.456, -4.441, 1.245)  0.041
H (3.880, -5.111, -0.330)  0.068
H (2.304, -5.457, 0.383)  0.071
H (2.407, -5.521, -2.049)  0.054
H (2.221, -4.487, -3.474)  0.059
H (0.802, -4.989, -2.571)  0.069
N (-1.756, -0.953, 1.753)  0.109
C (-0.461, -0.849, 1.418)  -0.221
N (-0.275, -0.837, 0.122)  0.052
C (-1.549, -0.897, -0.446)  -0.207
C (-1.958, -0.886, -1.777)  -0.017
C (-3.316, -0.930, -2.021)  -0.088
C (-4.254, -0.984, -0.978)  -0.097
C (-3.858, -1.001, 0.343)  -0.022
C (-2.491, -0.962, 0.582)  -0.229
H (-2.110, -0.856, 2.687)  0.149
H (0.340, -0.809, 2.137)  0.119
H (-1.234, -0.855, -2.577)  0.070
H (-3.668, -0.917, -3.044)  0.096
H (-5.310, -1.004, -1.217)  0.095
H (-4.575, -1.024, 1.153)  0.107
Te (-1.253, 2.401, 1.552)  0.594
C (-1.777, 4.326, 2.207)  -1.124
C (-2.198, 4.760, 3.437)  -0.296
C (-2.462, 6.158, 3.499)  -0.243
C (-2.241, 6.789, 2.312)  -0.478
S (-1.711, 5.665, 1.126)  0.846
H (-2.312, 4.086, 4.274)  0.078
H (-2.803, 6.668, 4.390)  0.084
H (-2.364, 7.835, 2.083)  0.042
N (3.584, 1.983, -1.693)  0.065
C (3.083, 2.648, -0.592)  -0.075
C (2.087, 1.865, -0.109)  -0.113
N (1.977, 0.742, -0.902)  -0.012
C (2.897, 0.840, -1.838)  -0.175
H (4.342, 2.279, -2.280)  0.149
H (3.458, 3.602, -0.271)  0.110
H (1.412, 2.040, 0.715)  -0.015
H (3.076, 0.090, -2.591)  0.090

Atoms 1-6, force components in eV/Å:
Be 0.28 -0.56 -0.12
C 0.01 0.00 0.00
C 0.02 0.02 0.01
S -0.09 0.13 0.07
C -0.01 0.03 -0.04
C 0.01 -0.01 0.00

As for the net charge: -1. The LUMO energy comes out at 2.59 eV. As for the spin multiplicity: 1. The calculation puts the HOMO energy at -0.122 Ha. The energy above the lowest of the compared OMol25 structures with the same formula, charge and spin comes out at 9.4 kJ/mol.



Record 6
This record from the Open Molecules 2025 dataset describes C18H19CaIN2Se as an isolated structure at a distorted geometry. The level of theory is the ωB97M-V functional and the def2-TZVPD basis.

Last column: Löwdin charge in e.
Geometry (Å):
C (2.423, 2.678, -0.015)  -0.309
C (3.129, 1.373, -0.397)  -0.199
H (1.986, 3.188, -0.890)  0.054
H (3.107, 3.401, 0.441)  0.095
H (1.647, 2.541, 0.773)  -0.079
H (2.631, 0.754, -1.164)  0.019
H (4.100, 1.605, -0.851)  0.086
H (3.359, 0.760, 0.477)  0.086
C (-2.339, 1.385, -1.561)  -0.160
C (-3.648, 1.084, -1.911)  -0.033
C (-3.895, -0.039, -2.698)  -0.037
C (-2.838, -0.877, -3.063)  0.002
H (-2.035, 2.295, -1.011)  -0.058
H (-4.436, 1.744, -1.562)  0.115
H (-4.905, -0.271, -3.028)  0.114
H (-2.960, -1.736, -3.721)  0.106
N (-1.339, 0.548, -1.859)  -0.059
C (-1.562, -0.603, -2.549)  -0.202
C (-0.430, -1.557, -2.605)  -0.204
N (0.706, -1.120, -1.990)  0.011
C (1.725, -1.973, -1.837)  -0.148
C (0.480, -3.778, -2.858)  -0.040
C (1.629, -3.320, -2.200)  -0.039
H (2.626, -1.564, -1.373)  0.106
H (2.452, -3.980, -1.961)  0.107
C (-0.542, -2.868, -3.109)  -0.001
H (-1.445, -3.128, -3.671)  0.109
H (0.376, -4.817, -3.168)  0.115
Ca (0.467, 1.120, -0.503)  0.917
I (-0.713, 3.768, 0.707)  -0.003
Se (0.029, -1.172, 1.250)  0.506
C (0.033, -0.358, 2.893)  -0.784
C (-1.110, 0.357, 3.339)  -0.168
C (-1.122, 0.999, 4.569)  -0.105
C (0.016, 0.980, 5.398)  -0.103
C (1.153, 0.265, 4.975)  -0.115
C (1.164, -0.389, 3.751)  -0.160
H (-1.976, 0.411, 2.678)  0.084
H (-2.034, 1.507, 4.902)  0.101
H (0.015, 1.512, 6.353)  0.092
H (2.027, 0.207, 5.633)  0.097
H (2.049, -0.931, 3.418)  0.083

Atoms 1-6, force components in eV/Å:
C 0.22 0.00 0.32
C 1.15 0.20 -0.12
H 0.00 -0.08 0.36
H -0.03 -0.27 -0.16
H 0.57 0.33 -0.43
H 0.13 0.05 0.20

The LUMO energy comes out at -0.91 eV. As for the spin multiplicity: 1. The calculation puts the HOMO energy at -0.249 Ha.